[1]
The following is a DFT calculation (ωB97M-V/def2-TZVPD) of a molecular structure, C31H74BrGaIN10O10 at a distorted geometry.

Its multiplicity is 1. The value obtained for the orbital gap is 6.65 eV. The value obtained for the energy relative to the best compared isomer or geometry (same formula, charge and spin) is 79.3 kJ/mol. As for the net charge: -1.

The geometry in XYZ format:
```
128
C31H74BrGaIN10O10, DFT ωB97M-V/def2-TZVPD
C 3.52124 0.59643 -4.28283
Ga 1.55164 0.90510 -4.71776
Br 0.59188 2.33206 -2.99620
I 0.42200 -1.48763 -4.43865
H 3.71487 -0.46362 -4.49487
H 3.75246 0.72435 -3.21739
H 4.19227 1.19293 -4.90693
H 1.25874 1.44144 -6.17501
C 6.70852 2.80699 -3.92237
C 6.78846 2.36352 -5.36053
O 6.15685 1.40642 -5.77952
N 7.59313 3.06318 -6.20379
C 8.42482 4.21129 -5.91167
H 6.02913 2.14995 -3.38714
H 7.69178 2.74915 -3.45282
H 6.32821 3.82834 -3.86042
H 7.57148 2.70537 -7.14554
H 8.10959 5.05317 -6.53250
H 9.46536 3.97354 -6.14506
H 8.35504 4.49782 -4.86743
C -2.57872 3.75545 -2.73420
C -3.39047 4.98903 -2.44277
O -2.87988 6.04512 -2.09399
N -4.74193 4.89904 -2.57905
C -5.52453 3.74420 -2.97684
H -1.52621 3.97151 -2.58588
H -2.86574 2.94707 -2.05884
H -2.72339 3.44221 -3.76910
H -5.22508 5.75645 -2.36978
H -6.08884 3.98308 -3.88101
H -6.22677 3.49072 -2.18000
H -4.89164 2.88595 -3.17336
C -1.78398 2.81420 2.64265
C -1.68231 2.21354 1.26254
O -2.32877 1.22501 0.93817
N -0.84510 2.81071 0.38292
C -0.01789 3.98322 0.58838
H -2.48860 2.23393 3.23169
H -0.81329 2.79164 3.13976
H -2.14336 3.84239 2.58320
H -0.81011 2.36593 -0.52214
H -0.30019 4.75287 -0.13274
H 1.02795 3.71651 0.42652
H -0.13189 4.38013 1.59226
C 0.68898 5.18949 -8.65135
C 0.37602 4.19350 -7.56142
O 0.12519 3.02585 -7.79549
N 0.38508 4.63377 -6.27507
C 0.65741 5.96904 -5.78279
H 0.64396 4.68637 -9.61271
H -0.04166 6.00014 -8.64704
H 1.69232 5.59770 -8.51759
H 0.17608 3.90920 -5.60052
H 1.51666 5.93644 -5.10988
H -0.20899 6.33373 -5.22698
H 0.87086 6.65687 -6.59486
C -0.92629 -2.33119 5.21440
C -1.68598 -1.08800 5.59981
O -1.50171 -0.52083 6.67099
N -2.59309 -0.61337 4.71347
C -2.94801 -1.15254 3.40690
H -0.24192 -2.59068 6.01717
H -1.61503 -3.16285 5.05791
H -0.34916 -2.15689 4.30580
H -3.06446 0.21759 5.03010
H -2.75373 -0.39242 2.64872
H -4.01370 -1.39236 3.40698
H -2.37971 -2.04550 3.16994
C 7.81280 -3.04821 -2.87626
C 6.95743 -1.84389 -2.57165
O 7.44624 -0.77488 -2.23567
N 5.61423 -1.98965 -2.68181
C 4.87058 -3.17833 -3.05896
H 8.85763 -2.78202 -2.74539
H 7.57276 -3.86671 -2.19587
H 7.66102 -3.37018 -3.90742
H 5.09690 -1.14895 -2.47232
H 4.28003 -2.96038 -3.95058
H 4.19335 -3.45030 -2.24746
H 5.53153 -4.01448 -3.26461
C 7.03971 0.03900 -9.96322
C 6.32606 1.29485 -9.53682
O 6.93007 2.30588 -9.20312
N 4.97307 1.27579 -9.52058
C 4.08427 0.18282 -9.86627
H 8.11143 0.20862 -9.91972
H 6.78910 -0.78351 -9.29249
H 6.76850 -0.22308 -10.98706
H 4.56384 2.14417 -9.21633
H 3.43146 0.49328 -10.68446
H 3.46935 -0.06691 -9.00043
H 4.63838 -0.69821 -10.17167
C -6.58258 -1.18554 5.88605
C -6.63938 -2.49179 5.13754
O -6.79955 -2.54544 3.92738
N -6.49483 -3.63274 5.85982
C -6.28322 -3.76001 7.28888
H -6.70226 -0.36528 5.18417
H -7.38540 -1.13308 6.62239
H -5.61739 -1.08125 6.38452
H -6.54041 -4.47094 5.30461
H -5.33910 -4.28005 7.45861
H -7.09362 -4.35176 7.71736
H -6.25194 -2.79081 7.77875
C -3.55832 -7.07249 5.83957
C -3.92063 -7.28065 7.28726
O -5.03984 -7.04701 7.71680
N -2.94974 -7.74271 8.11936
C -1.57360 -8.07276 7.79695
H -4.42847 -6.70356 5.30541
H -2.75727 -6.33730 5.74997
H -3.24564 -8.01419 5.38675
H -3.25925 -7.85869 9.06992
H -1.38813 -9.12205 8.03409
H -0.90313 -7.45312 8.39526
H -1.36138 -7.90688 6.74664
C -6.45130 -2.32840 12.03337
C -5.83313 -1.63506 10.84669
O -6.47810 -0.89812 10.11771
N -4.51431 -1.85397 10.60062
C -3.58878 -2.68808 11.34292
H -7.50038 -2.05578 12.09463
H -6.37824 -3.41114 11.92095
H -5.95608 -2.01891 12.95488
H -4.16845 -1.35897 9.79337
H -2.76431 -2.07439 11.71039
H -3.18638 -3.45772 10.68145
H -4.07470 -3.16722 12.18601
```

Here are the Löwdin charges for atoms 1 to 99, given in e:
1 C -0.301
2 Ga -0.310
3 Br 0.118
4 I 0.024
5 H -0.036
6 H -0.016
7 H -0.038
8 H -0.090
9 C -0.002
10 C -0.538
11 O 0.021
12 N 0.013
13 C -0.083
14 H 0.072
15 H 0.084
16 H 0.084
17 H 0.097
18 H 0.080
19 H 0.078
20 H 0.068
21 C -0.049
22 C -0.550
23 O 0.012
24 N -0.002
25 C -0.080
26 H -0.009
27 H 0.085
28 H 0.089
29 H 0.131
30 H 0.079
31 H 0.080
32 H 0.075
33 C -0.011
34 C -0.549
35 O 0.013
36 N 0.018
37 C -0.077
38 H 0.065
39 H 0.085
40 H 0.083
41 H 0.062
42 H 0.082
43 H 0.082
44 H 0.068
45 C -0.020
46 C -0.566
47 O 0.001
48 N 0.017
49 C -0.078
50 H 0.076
51 H 0.079
52 H 0.080
53 H 0.085
54 H 0.083
55 H 0.082
56 H 0.066
57 C -0.015
58 C -0.566
59 O 0.002
60 N 0.015
61 C -0.047
62 H 0.077
63 H 0.075
64 H 0.087
65 H 0.131
66 H 0.061
67 H 0.079
68 H 0.076
69 C -0.021
70 C -0.558
71 O 0.017
72 N 0.020
73 C -0.071
74 H 0.076
75 H 0.079
76 H 0.082
77 H 0.123
78 H 0.078
79 H 0.084
80 H 0.066
81 C -0.011
82 C -0.548
83 O 0.003
84 N 0.022
85 C -0.065
86 H 0.079
87 H 0.088
88 H 0.081
89 H 0.144
90 H 0.082
91 H 0.091
92 H 0.069
93 C -0.008
94 C -0.561
95 O 0.019
96 N 0.012
97 C -0.072
98 H 0.082
99 H 0.087

***

[2]
The following is a DFT calculation (ωB97M-V/def2-TZVPD) of a molecular structure, C31H74N4O15V at a distorted geometry.

Its multiplicity is 1. The value obtained for the orbital gap is 1.38 eV. As for the net charge: -3.

The geometry in XYZ format:
```
125
C31H74N4O15V, DFT ωB97M-V/def2-TZVPD
O -1.18658 2.03673 0.57006
V -1.55388 0.94514 1.65299
O -0.84405 -0.36959 1.13473
C -2.90809 4.97804 2.96041
C -2.88945 3.60600 3.63573
C -3.93834 3.52361 4.75473
O -2.91801 2.56233 2.77636
H -2.00636 5.07406 2.34835
H -2.89432 5.81221 3.67554
H -3.74952 5.11082 2.27438
H -1.90687 3.56924 4.18053
H -3.86862 2.60564 5.34785
H -4.96262 3.53163 4.36771
H -3.80393 4.32380 5.49819
C -0.85154 -5.17508 -1.27225
C -2.13138 -4.38477 -0.86384
C -1.82621 -3.67869 0.46913
O -2.58893 -3.62609 -1.83852
H -0.08941 -4.44970 -1.58335
H -0.98580 -5.88102 -2.09819
H -0.51440 -5.75368 -0.39311
H -2.86861 -5.20132 -0.56580
H -1.01023 -2.94758 0.50943
H -1.64057 -4.35243 1.33134
H -2.65067 -3.06256 0.84677
C -3.66859 -0.12385 -0.28505
O -2.86115 0.09178 -1.26824
O -3.55928 0.45560 0.87712
O -4.64008 -0.91850 -0.57665
C 4.01972 2.05653 0.40685
O 3.14086 1.77299 1.46905
C 1.86206 2.42128 1.30498
C 1.22310 2.47207 2.68019
N 0.47424 1.25346 2.94063
C -0.14816 1.21631 4.26550
C -0.84131 -0.09003 4.55098
O -1.85672 -0.22740 3.58316
C -2.37763 -1.53812 3.59289
H 3.67294 1.67188 -0.55596
H 4.96269 1.55961 0.65480
H 4.26305 3.12429 0.36284
H 1.30493 1.83535 0.57261
H 1.95865 3.45841 0.96786
H 0.54052 3.32335 2.73198
H 1.98235 2.60574 3.46514
H 1.10003 0.43225 2.92204
H -0.76029 2.10592 4.43749
H 0.63602 1.36844 5.03808
H -1.24340 -0.20504 5.56589
H -0.07187 -0.87762 4.53549
H -1.66967 -2.25014 3.15367
H -3.19280 -1.59261 2.86544
H -2.79035 -1.86247 4.55237
C -3.92386 -5.89215 -3.47531
O -3.11691 -5.40965 -4.53067
C -3.89448 -4.87919 -5.57578
C -4.14138 -3.34586 -5.36351
N -3.17194 -2.71566 -4.47628
C -1.98466 -2.32191 -5.24099
C -0.87477 -2.00449 -4.26363
O -1.33999 -1.16505 -3.26636
C -0.30378 -0.74022 -2.42996
H -4.49226 -5.05335 -3.05967
H -3.34920 -6.39725 -2.70631
H -4.71389 -6.58573 -3.81559
H -4.84534 -5.40729 -5.69796
H -3.34906 -4.90773 -6.52667
H -5.13606 -3.32926 -4.89452
H -4.28295 -2.81515 -6.30946
H -2.81199 -3.48993 -3.91124
H -2.22023 -1.51605 -5.95402
H -1.63950 -3.07992 -5.97828
H 0.01168 -1.61026 -4.79751
H -0.54115 -2.95952 -3.82208
H -0.21262 -1.39042 -1.55010
H -0.58163 0.21476 -1.97900
H 0.69126 -0.62531 -2.89180
C 5.62183 5.50300 -2.88350
O 4.41639 5.11941 -2.30941
C 3.50441 6.16145 -2.01605
C 2.17771 5.61837 -1.56919
N 1.51089 4.78374 -2.56094
C 0.73983 3.66335 -2.02427
C -0.20903 3.10026 -3.05992
O 0.41057 2.72107 -4.26224
C -0.38248 1.92803 -5.11469
H 5.50239 5.95752 -3.87564
H 6.26677 4.64259 -3.07143
H 6.18230 6.15628 -2.20082
H 3.48902 6.93718 -2.78891
H 3.92455 6.63673 -1.11170
H 1.50277 6.47168 -1.42937
H 2.25976 5.06957 -0.62316
H 2.19978 4.37153 -3.17789
H 0.15988 3.84748 -1.11807
H 1.41710 2.84209 -1.73733
H -0.92746 3.90147 -3.31001
H -0.83828 2.30764 -2.63606
H -1.21630 2.50942 -5.52718
H -0.81966 1.10209 -4.53871
H 0.24599 1.49854 -5.89228
C 4.94168 0.33398 4.06065
O 3.76265 0.32959 4.83338
C 3.19724 -0.95253 5.03695
C 2.92341 -1.74668 3.76196
N 2.20426 -0.94620 2.78788
C 2.18970 -1.50104 1.42642
C 1.52954 -2.85667 1.40548
O 2.39562 -3.95957 1.74112
C 1.93701 -5.18171 1.24739
H 4.81317 0.00742 3.02480
H 5.57063 -0.45697 4.50617
H 5.45785 1.28622 4.11950
H 2.29646 -0.82164 5.63559
H 3.92265 -1.52268 5.63800
H 2.33468 -2.63516 3.98922
H 3.91034 -2.02445 3.35868
H 2.64836 -0.03094 2.74379
H 3.20349 -1.61765 1.01676
H 1.56824 -0.82437 0.83885
H 1.37073 -3.05967 0.33676
H 0.57685 -2.91990 1.93099
H 2.63069 -5.91231 1.67420
H 1.88893 -5.22127 0.15221
H 0.94034 -5.52594 1.55843
```

Here are the Löwdin charges for atoms 1 to 99, given in e:
1 O -0.351
2 V 0.879
3 O -0.338
4 C -0.090
5 C -0.685
6 C -0.097
7 O -0.264
8 H 0.058
9 H 0.048
10 H 0.070
11 H 0.084
12 H 0.055
13 H 0.066
14 H 0.047
15 C -0.110
16 C -0.705
17 C -0.089
18 O -0.194
19 H 0.052
20 H 0.040
21 H 0.032
22 H 0.089
23 H 0.032
24 H 0.050
25 H 0.070
26 C -0.916
27 O -0.127
28 O -0.156
29 O -0.170
30 C -0.116
31 O -0.224
32 C -0.178
33 C -0.174
34 N -0.073
35 C -0.196
36 C -0.210
37 O -0.248
38 C -0.083
39 H 0.093
40 H 0.075
41 H 0.080
42 H 0.114
43 H 0.104
44 H 0.124
45 H 0.121
46 H 0.068
47 H 0.093
48 H 0.116
49 H 0.124
50 H 0.113
51 H 0.082
52 H 0.103
53 H 0.087
54 C -0.125
55 O -0.203
56 C -0.244
57 C -0.216
58 N -0.005
59 C -0.230
60 C -0.280
61 O -0.158
62 C -0.139
63 H 0.099
64 H 0.070
65 H 0.067
66 H 0.097
67 H 0.094
68 H 0.098
69 H 0.097
70 H 0.064
71 H 0.100
72 H 0.100
73 H 0.102
74 H 0.117
75 H 0.082
76 H 0.059
77 H 0.073
78 C -0.144
79 O -0.193
80 C -0.232
81 C -0.216
82 N -0.051
83 C -0.197
84 C -0.229
85 O -0.203
86 C -0.105
87 H 0.084
88 H 0.082
89 H 0.082
90 H 0.120
91 H 0.118
92 H 0.118
93 H 0.101
94 H 0.098
95 H 0.119
96 H 0.113
97 H 0.123
98 H 0.123
99 H 0.083